# 1
Density functional theory data (the ωB97M-V functional and the def2-TZVPD basis) for a single C7H10 molecule at a distorted geometry.

Each line ends with the Löwdin charge.
Positions of all 17 atoms, in Å:
C: 1.449 2.513 -1.175  -0.010
C: -1.781 -0.917 1.193  -0.182
C: -0.623 -1.137 0.284  -0.230
C: -0.057 0.011 -0.508  -0.115
C: 1.227 0.093 -0.856  -0.139
C: 2.014 1.305 -1.172  -0.173
C: -2.093 -1.745 2.190  -0.009
H: -0.767 -1.939 -0.475  0.129
H: -0.784 0.776 -0.777  0.107
H: -2.537 -0.190 0.897  0.101
H: 2.989 0.967 -1.505  0.094
H: 0.421 2.649 -1.490  0.059
H: 2.000 3.446 -1.139  0.047
H: 0.187 -1.655 0.802  0.112
H: 1.668 -0.892 -1.007  0.107
H: -1.641 -2.730 2.247  0.058
H: -2.555 -1.415 3.092  0.043

- energy (Eh) = -272.579828
- largest force on an atom (eV Å⁻¹) = 2.9
- relative energy (zero: lowest compared OMol25 entry of this formula, charge and spin) (kJ/mol) = 362.8
- HOMO level (eV) = -8.10

=====

# 2
Density functional theory data (the ωB97M-V functional and the def2-TZVPD basis) for a single C7H10 molecule.

Each line ends with the Löwdin charge.
Positions of all 17 atoms, in Å:
C: 0.826 0.536 0.987  -0.069
C: 1.573 -0.477 0.050  -0.154
C: 0.658 -0.087 -1.075  -0.121
C: -0.739 -1.173 0.176  -0.091
C: -0.362 0.324 0.035  -0.448
C: -1.475 1.323 -0.097  -0.032
C: 0.574 -1.484 -0.507  -0.171
H: -2.078 1.340 0.820  0.085
H: 1.287 1.512 0.819  0.109
H: 0.598 0.488 2.067  0.108
H: -0.897 -1.569 1.187  0.114
H: 2.628 -0.674 -0.148  0.129
H: -1.595 -1.413 -0.464  0.117
H: 0.881 -2.452 -0.902  0.130
H: -2.134 1.043 -0.927  0.080
H: -1.096 2.333 -0.282  0.079
H: 0.921 0.412 -1.999  0.136

- energy (Eh) = -272.626504
- largest force on an atom (eV Å⁻¹) = 0.9
- relative energy (zero: lowest compared OMol25 entry of this formula, charge and spin) (kJ/mol) = 240.2
- HOMO level (eV) = -9.28

=====

# 3
Density functional theory data (the ωB97M-V functional and the def2-TZVPD basis) for a single C7H10 molecule at a distorted geometry.

Each line ends with the Löwdin charge.
Positions of all 17 atoms, in Å:
C: -1.090 -0.746 -0.043  -0.273
C: 1.090 -0.045 1.341  -0.083
C: -1.847 0.544 -0.202  -0.067
C: 0.156 -1.042 0.791  -0.205
C: 1.458 0.901 0.476  -0.119
C: 1.059 0.563 -0.937  -0.128
C: 0.236 -0.847 -0.728  -0.150
H: -2.204 0.617 -1.238  0.086
H: -1.189 1.395 -0.014  0.067
H: 0.748 1.511 -1.453  0.114
H: 1.907 0.250 -1.548  0.094
H: 0.550 -1.719 -1.312  0.127
H: 0.080 -1.988 1.332  0.132
H: -2.709 0.605 0.466  0.074
H: 1.570 -0.200 2.297  0.099
H: 1.923 1.828 0.804  0.098
H: -1.738 -1.629 -0.031  0.134

- energy (Eh) = -272.641062
- largest force on an atom (eV Å⁻¹) = 1.6
- relative energy (zero: lowest compared OMol25 entry of this formula, charge and spin) (kJ/mol) = 202.0
- HOMO level (eV) = -8.32

=====

# 4
Density functional theory data (the ωB97M-V functional and the def2-TZVPD basis) for a single C7H10 molecule at a distorted geometry.

Each line ends with the Löwdin charge.
Positions of all 17 atoms, in Å:
C: 1.243 0.755 0.042  -0.182
C: -0.168 -0.530 -0.935  -0.193
C: -1.374 0.770 0.380  -0.133
C: -1.495 -0.694 -0.128  -0.131
C: 1.274 -0.694 -0.350  -0.193
C: 1.326 -0.299 1.104  -0.083
C: -0.148 0.972 -0.547  -0.213
H: -1.144 0.851 1.446  0.103
H: -0.188 -0.836 -1.980  0.130
H: -0.211 1.764 -1.296  0.137
H: -1.562 -1.482 0.629  0.098
H: 2.053 -1.343 -0.721  0.123
H: 2.106 1.394 -0.114  0.132
H: 0.561 -0.950 1.491  0.099
H: 2.280 -0.286 1.626  0.104
H: -2.347 -0.812 -0.810  0.102
H: -2.230 1.416 0.155  0.099

- energy (Eh) = -272.599568
- largest force on an atom (eV Å⁻¹) = 1.9
- relative energy (zero: lowest compared OMol25 entry of this formula, charge and spin) (kJ/mol) = 310.9
- HOMO level (eV) = -8.94

=====

# 5
Density functional theory data (the ωB97M-V functional and the def2-TZVPD basis) for a molecular structure, C7H10.

Each line ends with the Löwdin charge.
Positions of all 17 atoms, in Å:
C: 1.234 -0.894 -0.228  -0.088
C: -0.021 -1.186 -0.765  -0.140
C: -1.201 -0.691 -0.216  -0.148
C: 1.141 1.108 0.324  -0.135
C: -1.231 0.607 0.514  -0.332
C: -0.119 1.538 0.142  -0.067
C: 1.357 -0.253 1.068  -0.161
H: -1.226 1.140 -1.692  0.103
H: -1.517 0.420 -1.657  0.082
H: 0.542 -0.487 1.754  0.102
H: 2.316 -0.355 1.571  0.112
H: 2.139 -1.187 -0.757  0.121
H: 2.056 1.603 0.005  0.094
H: -0.044 -1.702 -1.725  0.113
H: -2.201 1.109 0.415  0.108
H: -1.083 0.453 1.591  0.127
H: -2.142 -1.224 -0.344  0.111

- energy (Eh) = -272.488030
- largest force on an atom (eV Å⁻¹) = 1.0
- relative energy (zero: lowest compared OMol25 entry of this formula, charge and spin) (kJ/mol) = 603.8
- HOMO level (alpha / beta) (eV) = -7.63 / -7.53

=====

# 6
Density functional theory data (the ωB97M-V functional and the def2-TZVPD basis) for a single C7H10 molecule at a distorted geometry.

Each line ends with the Löwdin charge.
Positions of all 17 atoms, in Å:
C: 2.517 -0.408 -0.246  -0.150
C: -2.530 0.544 -0.397  -0.023
C: -1.216 0.359 0.221  -0.169
C: -3.611 0.001 0.401  -0.206
C: 2.451 1.032 -0.096  -0.118
C: 1.321 0.164 0.460  -0.273
C: 0.050 0.115 -0.230  -0.068
H: -4.532 0.806 0.507  0.133
H: -1.336 0.681 1.184  0.065
H: -3.352 -0.399 1.423  0.075
H: 3.307 -0.997 0.199  0.104
H: 0.064 -0.026 -1.381  0.149
H: 2.279 -0.778 -1.219  0.094
H: -4.097 -0.853 0.003  0.053
H: 1.461 0.187 1.556  0.148
H: 3.117 1.607 0.512  0.102
H: 2.148 1.494 -0.980  0.083

- energy (Eh) = -272.504297
- largest force on an atom (eV Å⁻¹) = 3.9
- relative energy (zero: lowest compared OMol25 entry of this formula, charge and spin) (kJ/mol) = 561.1
- HOMO level (alpha / beta) (eV) = -7.97 / -7.56

=====

# 7
Density functional theory data (the ωB97M-V functional and the def2-TZVPD basis) for a single C7H10 molecule.

Each line ends with the Löwdin charge.
Positions of all 17 atoms, in Å:
C: 2.561 0.362 -0.101  -0.129
C: -1.807 -0.571 0.297  -0.206
C: -1.869 0.869 0.598  -0.177
C: 1.309 -0.471 0.183  -0.302
C: 0.199 0.130 -0.604  0.023
C: -2.067 2.047 0.741  0.115
C: -0.891 -0.819 -0.935  -0.246
H: 1.057 -0.423 1.259  0.131
H: -2.203 3.103 0.784  0.028
H: -0.621 -1.884 -1.015  0.108
H: -1.446 -1.155 1.151  0.116
H: 2.502 1.321 0.424  0.074
H: -2.828 -0.895 0.079  0.119
H: 2.593 0.589 -1.171  0.066
H: 3.482 -0.157 0.178  0.066
H: -1.432 -0.502 -1.834  0.108
H: 1.460 -1.544 -0.034  0.107

- energy (Eh) = -272.508327
- largest force on an atom (eV Å⁻¹) = 0.7
- relative energy (zero: lowest compared OMol25 entry of this formula, charge and spin) (kJ/mol) = 550.5
- HOMO level (eV) = -7.84

=====

# 8
Density functional theory data (the ωB97M-V functional and the def2-TZVPD basis) for a single C7H10 molecule.

Each line ends with the Löwdin charge.
Positions of all 17 atoms, in Å:
C: 0.159 -1.190 1.807  -0.106
C: -0.158 -0.488 -1.768  -0.079
C: -0.784 -0.523 0.779  -0.185
C: 1.129 0.933 0.016  -0.098
C: 1.888 1.832 0.300  0.123
C: -0.038 0.167 -0.398  -0.443
C: -0.757 0.868 -1.536  -0.091
H: -1.401 0.215 1.306  0.111
H: -0.415 -1.600 2.651  0.071
H: 0.734 -2.018 1.372  0.077
H: 2.433 2.723 0.501  0.023
H: 0.724 -0.578 -2.405  0.109
H: -0.208 1.685 -2.016  0.111
H: -1.824 1.032 -1.416  0.107
H: -1.461 -1.304 0.398  0.107
H: -0.888 -1.295 -1.804  0.100
H: 0.868 -0.460 2.213  0.063

- energy (Eh) = -272.616395
- largest force on an atom (eV Å⁻¹) = 0.9
- relative energy (zero: lowest compared OMol25 entry of this formula, charge and spin) (kJ/mol) = 266.8
- HOMO level (eV) = -9.18

=====

Copy entry 3 word for word.
Density functional theory data (the ωB97M-V functional and the def2-TZVPD basis) for a single C7H10 molecule at a distorted geometry.

Each line ends with the Löwdin charge.
Positions of all 17 atoms, in Å:
C: -1.090 -0.746 -0.043  -0.273
C: 1.090 -0.045 1.341  -0.083
C: -1.847 0.544 -0.202  -0.067
C: 0.156 -1.042 0.791  -0.205
C: 1.458 0.901 0.476  -0.119
C: 1.059 0.563 -0.937  -0.128
C: 0.236 -0.847 -0.728  -0.150
H: -2.204 0.617 -1.238  0.086
H: -1.189 1.395 -0.014  0.067
H: 0.748 1.511 -1.453  0.114
H: 1.907 0.250 -1.548  0.094
H: 0.550 -1.719 -1.312  0.127
H: 0.080 -1.988 1.332  0.132
H: -2.709 0.605 0.466  0.074
H: 1.570 -0.200 2.297  0.099
H: 1.923 1.828 0.804  0.098
H: -1.738 -1.629 -0.031  0.134

- energy (Eh) = -272.641062
- largest force on an atom (eV Å⁻¹) = 1.6
- relative energy (zero: lowest compared OMol25 entry of this formula, charge and spin) (kJ/mol) = 202.0
- HOMO level (eV) = -8.32

=====

Which value of energy does entry 2 give? -272.626504 Eh

=====

Among the records above, which one has the highest energy? number 5

=====

Which value of relative energy (zero: lowest compared OMol25 entry of this formula, charge and spin) does entry 6 give? 561.1 kJ/mol